Entry 1:
The following is a DFT calculation (ωB97M-V/def2-TZVPD) of H21O11 as an isolated structure in a non-equilibrium geometry.

Structure (XYZ):
```
32
Properties=species:S:1:pos:R:3:forces:R:3:lowdin_charge:R:1
O -0.76169 -2.66775 -2.53934 2.3 2.1 -1.9 -0.113
H -0.30666 -2.30057 -1.74962 -0.5 -0.6 -0.1 0.038
H -1.03662 -2.85233 0.87621 3.1 -10.7 0.1 -0.108
O -1.27711 -2.05974 0.86441 -0.4 12.4 -0.9 -0.041
H 1.30605 -0.66529 -0.30767 1.1 1.2 -0.5 -0.053
H -1.66734 -0.58779 -0.86550 -0.7 -1.1 -2.6 0.043
O -2.56382 1.30034 3.05012 2.9 1.5 -0.1 -0.049
H 2.52299 -0.18015 -1.67675 -0.4 -1.5 2.4 0.031
H -1.11252 -1.15198 3.48119 1.0 -3.7 0.9 0.105
O -1.03649 2.22203 -0.56683 5.2 -0.1 2.3 -0.030
H -0.25955 -2.30817 2.98379 1.6 -0.6 -2.1 -0.046
H 1.17180 0.50636 0.83836 -0.8 -0.7 -0.5 0.033
O 3.07334 -1.24737 1.72218 -0.5 2.5 -2.1 -0.156
H 1.54593 4.27690 -0.62074 -1.3 -0.4 -3.4 -0.018
H -0.33382 -1.98285 -3.20735 -1.2 -2.4 1.6 0.115
O -0.80335 -2.15317 3.70844 -2.6 4.3 1.5 -0.101
H 1.29343 3.80832 0.74723 -1.0 -0.9 0.7 0.008
H -1.92413 -1.36973 -2.41114 0.1 0.9 2.3 0.023
O -1.94413 -0.53919 -1.84783 0.0 1.0 0.8 -0.145
H -1.77424 1.28588 2.43961 -1.1 0.3 0.9 0.060
O 2.41066 -0.78629 -0.85403 0.5 0.6 -2.6 -0.340
H -3.09594 0.65986 2.66100 -1.8 -1.9 -1.0 -0.012
H 0.18993 1.04585 -2.50386 0.2 2.9 0.4 0.057
O 0.52556 1.79926 -3.12702 -1.1 -2.6 2.3 -0.088
H 0.59325 1.06798 -3.71685 0.8 -0.2 -2.7 -0.010
H -0.37935 -1.46117 0.73263 -2.5 -1.2 0.6 0.086
O 1.85076 4.34954 0.22841 2.2 1.3 2.6 -0.004
H 3.05534 -1.01473 0.71456 0.5 -1.8 0.6 0.008
H -1.86024 2.08528 -0.84975 -5.2 -0.7 -1.9 -0.048
O 0.55283 -0.07904 0.35156 -1.2 0.3 0.8 -0.254
H 2.74377 -0.31707 1.79652 0.3 -0.9 1.6 0.012
H -0.69867 1.31679 -0.35195 0.2 0.7 0.0 0.000
```
Forces are in eV/Å.

- Highest occupied orbital energy: -6.21 eV
- LUMO energy: 2.60 eV
- ΔE to the lowest compared entry with this formula, charge and spin: 104.2 kcal per mole
- Charge: -1
- HOMO-LUMO gap: 0.3238 hartree
- Largest force on an atom: 12.44 eV Å⁻¹
- DFT total energy: -22862.418 eV

***

Entry 2:
The following is a DFT calculation (ωB97M-V/def2-TZVPD) of one molecule with the formula C5H7N.

Structure (XYZ):
```
13
Properties=species:S:1:pos:R:3:forces:R:3:lowdin_charge:R:1
C -1.00746 0.68098 -2.30889 0.2 -0.3 0.2 0.109
C -0.47904 -0.10362 -1.56377 -0.2 0.3 -0.3 -0.135
C 0.13001 -1.05261 -0.62027 0.1 0.0 -0.1 -0.210
N -0.06322 -0.73019 0.80342 -0.1 -0.1 -0.1 -0.114
C -0.38851 0.63333 1.18769 -0.2 0.2 0.0 -0.154
C 0.95671 0.07515 1.45052 0.3 0.1 0.1 -0.154
H -1.48203 1.36529 -2.97728 0.1 -0.1 0.1 0.026
H -0.30177 -2.04443 -0.79870 0.0 0.2 0.0 0.115
H 1.20311 -1.13735 -0.83763 -0.2 0.0 0.0 0.118
H -1.12178 0.73017 1.98539 0.1 0.0 -0.1 0.101
H -0.46754 1.38089 0.39962 0.0 -0.2 0.1 0.091
H 1.24791 -0.25084 2.44719 -0.1 0.1 -0.2 0.099
H 1.77361 0.45324 0.83270 -0.2 -0.1 0.1 0.107
```
Forces are in eV/Å.

- Highest occupied orbital energy: -9.17 eV
- SMILES: C#CCN1CC1
- LUMO energy: 1.15 eV
- ΔE to the lowest compared entry with this formula, charge and spin: 78.1 kcal per mole
- HOMO-LUMO gap: 0.3792 hartree
- Largest force on an atom: 0.44 eV Å⁻¹
- DFT total energy: -6785.124 eV

***

Question: HOMO-LUMO gap of number 1 (H21O11)?
Answer: 0.3238 hartree